Model A:
Density functional theory data (ωB97M-V with the def2-TZVPD basis set) for a gas-phase ion, C4H12N2O (charge +1).

Positions of all 19 atoms, in Å:
N -0.985 0.326 1.781
C -1.040 1.384 0.836
C 0.275 1.568 -0.006
N 0.348 0.784 -1.222
C 0.214 -0.632 -1.493
C 1.041 -1.545 -0.581
O 0.374 -1.990 0.541
H 0.267 -1.331 1.221
H -1.831 -0.222 1.688
H -1.018 0.695 2.701
H -1.847 1.244 0.115
H -1.177 2.345 1.325
H 1.160 1.506 0.599
H 0.246 2.603 -0.334
H -0.066 1.360 -1.946
H 0.572 -0.743 -2.524
H -0.854 -0.833 -1.450
H 1.287 -2.442 -1.147
H 1.950 -1.022 -0.343

The spin multiplicity is 2. Its HOMO energy (alpha / beta) is -14.3 / -14.4 eV. The total charge is +1. The LUMO energy (alpha / beta) is -3.2 / -7.6 eV.


Model B:
Density functional theory data (ωB97M-V with the def2-TZVPD basis set) for 2 unconnected molecules or ions with the total composition C4H12N2O.

Positions of all 19 atoms, in Å:
C -2.506 -1.977 -1.847
C -1.549 -0.823 -1.551
C -0.284 -1.347 -0.862
N 0.494 -0.334 -0.124
C -0.035 0.408 0.923
N 0.489 0.305 2.084
H -3.476 -1.592 -2.131
H -2.123 -2.524 -2.705
H -2.583 -2.736 -1.071
H -1.984 0.064 -1.101
H -1.205 -0.469 -2.522
H -0.539 -2.025 -0.031
H 0.365 -1.813 -1.594
H 1.438 -0.643 0.129
H -0.929 0.982 0.725
H -0.036 0.970 2.679
H 3.427 3.150 0.586
H 2.219 2.928 1.524
O 3.110 3.281 1.485

The spin multiplicity is 2. Its HOMO energy (alpha / beta) is -14.4 / -14.4 eV. The total charge is +1. The LUMO energy (alpha / beta) is -4.2 / -8.7 eV.


Taking the most stable structure as the zero point, the relative energies in kcal/mol are model A 0.0; model B 16.8.


Model A:
Density functional theory data (ωB97M-V with the def2-TZVPD basis set) for a single H5P3S molecule.

Positions of all 9 atoms, in Å:
P -2.211 -0.083 0.596
P -0.642 -0.954 -0.630
S 1.225 -0.915 0.700
P 2.181 0.692 -0.256
H -1.185 0.468 1.316
H -2.098 1.175 -0.145
H -0.661 -2.323 -0.452
H 3.304 1.006 0.656
H 3.125 -0.021 -0.933

Its SMILES is P[PH]#S#[PH2]. The spin multiplicity is 1. Its HOMO energy is -8.9 eV. The total charge is 0. The LUMO energy is 0.1 eV.


Model B:
Density functional theory data (ωB97M-V with the def2-TZVPD basis set) for 2 unconnected molecules or ions with the total composition H5P3S.

Positions of all 9 atoms, in Å:
P -0.866 -1.237 0.018
P 0.743 0.913 -1.229
P 0.065 -0.897 1.838
S 1.273 1.990 0.588
H 0.198 -1.993 -0.404
H -1.803 -2.151 0.150
H -0.357 1.759 -1.315
H 1.536 1.538 -2.158
H -0.789 0.077 2.512

The spin multiplicity is 1. Its HOMO energy (alpha / beta) is -8.8 / -8.3 eV. The total charge is 0. The LUMO energy (alpha / beta) is -1.5 / -2.0 eV.


Model C:
Density functional theory data (ωB97M-V with the def2-TZVPD basis set) for a single H5P3S molecule.

Positions of all 9 atoms, in Å:
P 1.973 0.043 -0.570
P 0.751 -1.133 0.763
S -1.272 -0.916 -0.731
P -2.319 0.484 0.400
H 0.955 0.909 -0.165
H 2.879 0.377 0.589
H 0.791 -2.402 0.154
H -3.028 0.649 -0.801
H -3.146 -0.561 0.714

Its SMILES is P[PH]#S#[PH2]. The spin multiplicity is 1. Its HOMO energy is -8.8 eV. The total charge is 0. The LUMO energy is -0.4 eV.


Taking the most stable structure as the zero point, the relative energies in kcal/mol are model A 0.0; model B 57.3; model C 15.6.